P) Molecular formula: C4H4N2O2
Method: DFT, the ωB97M-V functional and the def2-TZVPD basis

HOMO-LUMO gap (alpha / beta), eV: 7.46 / 7.34
HOMO level (alpha / beta), eV: -10.85 / -10.77
Total charge: 0
LUMO level (alpha / beta), eV: -3.40 / -3.43

Last column: natural (NBO) charge in e.
Element x y z (Å)
C -1.851 1.326 2.425  0.095
C 0.283 0.162 0.143  -0.475
C -1.009 -0.092 -0.560  -0.456
C -0.793 -0.456 0.840  0.425
N -2.177 2.232 3.028  -0.494
N -1.088 -1.517 1.724  0.432
O -2.157 -2.058 1.546  -0.295
O -0.202 -1.843 2.514  -0.313
H 1.219 -0.475 0.063  0.260
H 0.555 1.184 0.392  0.295
H -1.470 0.796 -0.888  0.278
H -1.269 -0.774 -1.224  0.247



Q) Molecular formula: C4H4N2O2
Method: DFT, the ωB97M-V functional and the def2-TZVPD basis

HOMO-LUMO gap, eV: 10.30
HOMO level, eV: -9.89
Total charge: 0
LUMO level, eV: 0.41

Last column: natural (NBO) charge in e.
Element x y z (Å)
C -0.193 0.862 -0.761  0.769
C 0.281 -0.803 1.558  0.013
C -0.239 -1.176 0.205  -0.136
C 0.357 -0.412 -0.892  -0.239
H -0.076 -1.596 2.681  0.236
H -1.308 -0.645 0.312  0.228
H 0.817 -2.364 -1.150  0.384
H 1.347 -0.043 -0.979  0.223
N 0.473 0.454 1.690  -0.083
N 0.102 -1.757 -1.128  -0.508
O -1.106 1.556 -1.323  -0.499
O 0.350 1.312 0.641  -0.386



R) Molecular formula: C4H4N2O2
Method: DFT, the ωB97M-V functional and the def2-TZVPD basis

HOMO-LUMO gap (alpha / beta), eV: 7.81 / 7.95
HOMO level (alpha / beta), eV: -10.21 / -10.43
Total charge: 0
LUMO level (alpha / beta), eV: -2.40 / -2.48

Last column: natural (NBO) charge in e.
Element x y z (Å)
C -1.553 0.569 -0.202  0.213
C -0.337 -1.557 -0.134  0.354
C 1.443 0.840 -0.388  0.459
C -0.943 -0.479 0.525  -0.177
N -2.228 1.348 -0.697  -0.244
N 0.962 0.882 0.814  -0.545
O 0.547 -2.320 0.181  -0.471
O 1.062 0.110 -1.304  -0.585
H -0.774 -1.616 -1.259  0.142
H 2.533 1.203 -0.493  0.180
H -1.354 -0.585 1.547  0.270
H 0.642 1.605 1.409  0.404



R) (322.7 kJ/mol below the next structure)



P) Molecular formula: C4H4N2O2
Method: DFT, the ωB97M-V functional and the def2-TZVPD basis

Structure (SMILES): O/N=c1/cncco1
HOMO-LUMO gap, eV: 8.91
HOMO level, eV: -8.58
Total charge: 0
LUMO level, eV: 0.32

Last column: natural (NBO) charge in e.
Element x y z (Å)
O -0.211 2.701 -0.198  -0.597
N 0.467 1.808 0.429  -0.170
C 0.218 0.662 -0.019  0.403
C 1.062 -0.263 0.883  0.073
N 0.653 -1.518 1.032  -0.423
C -0.317 -1.963 -0.046  -0.104
C -0.631 -1.164 -1.016  0.083
O -0.416 0.266 -1.063  -0.437
H -0.549 3.667 0.132  0.506
H 1.591 0.427 1.595  0.237
H -0.570 -3.080 -0.089  0.234
H -1.296 -1.543 -1.640  0.194



Q) Molecular formula: C4H4N2O2
Method: DFT, the ωB97M-V functional and the def2-TZVPD basis

Structure (SMILES): O=CC1=NN=C[C@H]1O
HOMO-LUMO gap, eV: 9.66
HOMO level, eV: -10.47
Total charge: 0
LUMO level, eV: -0.81

Last column: natural (NBO) charge in e.
Element x y z (Å)
O 0.573 0.364 3.027  -0.466
C 1.002 -0.019 1.869  0.374
C 0.002 0.195 0.653  0.092
N -0.668 1.305 0.722  -0.173
N -1.533 1.305 -0.540  -0.238
C -1.322 0.314 -1.261  0.030
C -0.252 -0.519 -0.584  -0.011
O 1.035 -0.666 -1.214  -0.739
H 1.978 -0.706 1.661  0.168
H -1.862 0.151 -2.238  0.230
H -0.560 -1.715 -0.568  0.237
H 1.606 -0.007 -1.527  0.496



Q) (106.8 kJ/mol below the next structure)



P) Molecular formula: C4H4N2O2
Method: DFT, the ωB97M-V functional and the def2-TZVPD basis

Structure (SMILES): O=C(O)c1cn[nH]c1
HOMO-LUMO gap, eV: 10.01
HOMO level, eV: -9.90
Total charge: 0
LUMO level, eV: 0.11

Last column: natural (NBO) charge in e.
Element x y z (Å)
O 0.180 -2.341 -1.365  -0.542
C 0.326 -1.718 -0.302  0.743
O -0.208 -2.402 0.881  -0.671
C 0.486 -0.257 -0.310  -0.315
C 0.035 0.686 -1.370  0.020
N -0.215 1.973 -1.022  -0.249
N -0.153 1.818 0.406  -0.392
C 0.129 0.598 0.900  0.029
H 0.103 -1.721 1.669  0.456
H -0.340 0.646 -2.442  0.246
H -0.787 2.564 0.911  0.432
H 0.442 0.155 2.044  0.244



Q) Molecular formula: C4H4N2O2
Method: DFT, the ωB97M-V functional and the def2-TZVPD basis

Structure (SMILES): CC(=C=O)C1(O)N=N1
HOMO-LUMO gap, eV: 8.55
HOMO level, eV: -8.29
Total charge: 0
LUMO level, eV: 0.26

Last column: natural (NBO) charge in e.
Element x y z (Å)
C 1.537 -0.202 -0.499  -0.599
C 0.326 0.195 0.314  -0.400
C 0.403 0.961 1.380  0.740
O 0.554 1.754 2.217  -0.432
C -1.007 -0.303 -0.058  0.405
O -1.210 -0.630 -1.351  -0.688
N -1.927 -0.871 0.908  -0.109
N -2.128 0.336 0.928  -0.097
H 1.959 -1.141 -0.141  0.217
H 2.309 0.565 -0.468  0.223
H 1.249 -0.335 -1.540  0.239
H -2.065 -0.329 -1.690  0.501



P) (20.8 kJ/mol below the next structure)



P) Molecular formula: C4H4N2O2
Method: DFT, the ωB97M-V functional and the def2-TZVPD basis

Structure (SMILES): c1cocnnco1
HOMO-LUMO gap, eV: 10.48
HOMO level, eV: -9.67
Total charge: 0
LUMO level, eV: 0.81

Last column: natural (NBO) charge in e.
Element x y z (Å)
C 1.402 0.172 -0.260  0.120
C 0.972 -0.920 0.132  -0.043
O -0.353 -0.862 0.842  -0.534
C -1.196 -1.170 -0.365  0.299
N -1.690 0.010 -0.673  -0.260
N -1.573 0.984 0.245  -0.246
C -0.567 1.657 0.310  0.362
O 0.693 1.465 -0.391  -0.549
H 2.527 0.325 -0.712  0.226
H 1.605 -1.791 0.369  0.225
H -1.286 -2.015 -0.925  0.203
H -0.534 2.148 1.430  0.197



Q) Molecular formula: C4H4N2O2
Method: DFT, the ωB97M-V functional and the def2-TZVPD basis

Structure (SMILES): [H]/N=C1/CC(=O)NC1=O
HOMO-LUMO gap, eV: 9.88
HOMO level, eV: -9.86
Total charge: 0
LUMO level, eV: 0.02

Last column: natural (NBO) charge in e.
Element x y z (Å)
H -1.965 0.691 1.734  0.363
N -1.159 1.209 1.377  -0.553
C -0.441 0.537 0.597  0.183
C 0.685 1.090 -0.214  -0.583
C 1.258 -0.265 -0.488  0.738
O 2.374 -0.618 -0.677  -0.483
N 0.036 -1.241 -0.887  -0.681
C -0.922 -0.941 -0.004  0.623
O -1.749 -1.595 0.563  -0.568
H 1.370 1.723 0.355  0.266
H 0.384 1.603 -1.126  0.275
H 0.129 -2.192 -1.229  0.420



Q) (529.9 kJ/mol below the next structure)



P) Molecular formula: C6H12
Method: DFT, the ωB97M-V functional and the def2-TZVPD basis

HOMO-LUMO gap, eV: 8.45
HOMO level, eV: -7.55
Total charge: 0
LUMO level, eV: 0.89

Last column: natural (NBO) charge in e.
Element x y z (Å)
C 1.252 -0.724 -0.907  -0.626
C 0.505 0.573 -0.562  -0.328
C -0.886 0.612 -1.228  -0.399
C -1.717 0.007 -0.095  -0.492
C 0.083 0.815 0.895  -0.021
C 0.614 -0.136 1.923  -0.725
H 2.189 -0.820 -0.344  0.208
H 0.649 -1.617 -0.702  0.197
H 1.506 -0.738 -1.975  0.212
H 1.138 1.419 -0.870  0.219
H -1.204 1.648 -1.390  0.215
H -0.947 0.085 -2.189  0.208
H -1.565 -1.066 0.057  0.207
H -2.787 0.247 -0.058  0.225
H -1.278 0.712 0.816  0.234
H 0.732 -1.195 1.644  0.190
H 1.634 0.246 2.107  0.254
H 0.083 -0.067 2.879  0.223



Q) Molecular formula: C6H12
Method: DFT, the ωB97M-V functional and the def2-TZVPD basis

Structure (SMILES): CC1=CCCC1.[H][H]
HOMO-LUMO gap, eV: 9.83
HOMO level, eV: -8.62
Total charge: 0
LUMO level, eV: 1.21

Last column: natural (NBO) charge in e.
Element x y z (Å)
C 1.134 0.576 1.761  -0.638
C 0.389 0.182 0.527  0.012
C 0.311 0.856 -0.623  -0.191
C -0.158 0.023 -1.770  -0.437
C -0.230 -1.385 -1.141  -0.391
C -0.261 -1.184 0.386  -0.437
H 1.952 -0.148 1.891  0.219
H 0.516 0.529 2.660  0.213
H 1.576 1.574 1.671  0.219
H 0.463 1.916 -0.810  0.206
H 0.562 0.095 -2.602  0.210
H -1.116 0.388 -2.161  0.202
H 0.685 -1.931 -1.387  0.202
H -1.089 -1.945 -1.504  0.207
H -1.298 -1.178 0.770  0.205
H 0.251 -1.988 0.934  0.206
H -1.563 1.599 0.825  0.004
H -2.112 2.061 0.622  -0.011



Q) (257.9 kJ/mol below the next structure)



P) Molecular formula: CH6NO2
Method: DFT, the ωB97M-V functional and the def2-TZVPD basis

HOMO-LUMO gap, eV: 7.48
HOMO level, eV: -2.74
Total charge: -1
LUMO level, eV: 4.75

Last column: natural (NBO) charge in e.
Element x y z (Å)
O 2.346 -0.409 -0.673  -1.051
H 1.379 -0.167 -0.246  0.482
N 0.070 0.795 -0.073  -1.062
C -0.990 0.347 0.726  0.072
O -1.341 -1.044 0.171  -0.849
H 1.917 -0.557 -1.492  0.433
H -0.420 1.113 -0.889  0.299
H -0.647 0.206 1.767  0.110
H -1.899 0.999 0.836  0.110
H -0.416 -1.283 -0.126  0.456



Q) Molecular formula: CH6NO2
Method: DFT, the ωB97M-V functional and the def2-TZVPD basis

HOMO-LUMO gap, eV: 8.11
HOMO level, eV: -3.42
Total charge: -1
LUMO level, eV: 4.70

Last column: natural (NBO) charge in e.
Element x y z (Å)
N 1.520 -0.765 0.449  -0.953
C -0.119 -0.863 0.669  0.194
O -0.845 0.154 0.523  -0.888
H 1.722 0.127 0.848  0.320
H 1.618 -0.535 -0.607  0.314
H -0.154 -1.292 1.757  0.045
H -0.252 -1.745 -0.015  0.052
H -0.916 1.323 -0.512  0.515
H -1.652 1.608 -1.775  0.435
O -0.922 1.988 -1.336  -1.035



Q) (64.1 kJ/mol below the next structure)